Record 1
Density functional theory data (ωB97M-V/def2-TZVPD) for a cluster of 2 separate species, H4O2 in total at a distorted geometry.

```
6
Properties=species:S:1:pos:R:3:forces:R:3
O 1.26398 -0.35640 0.93555 -3.06 0.34 2.81
O -0.80560 0.25470 -0.83162 -1.41 0.79 0.43
H -0.64918 0.88596 -0.11240 0.64 -0.12 -0.16
H 1.63851 -0.60698 0.14490 1.37 -0.85 -2.84
H -1.75382 0.46175 -0.97371 0.63 -0.57 -0.37
H 0.30611 -0.63903 0.83729 1.82 0.40 0.13
```
Forces are in eV/Å.

Properties
structure (SMILES) = O.O
maximum force = 0.0811 Eh/bohr
energy relative to the best compared isomer or geometry (same formula, charge and spin) = 6.3 kcal/mol
E_tot = -152.8649 a.u.
M = 36.03 g/mol
E_LUMO = 0.75 eV
HOMO level = -0.41738 Eh

---

Record 2
Density functional theory data (ωB97M-V/def2-TZVPD) for an isolated molecule of C6H7ClN4 at a distorted geometry.

```
18
Properties=species:S:1:pos:R:3:forces:R:3
N -1.76928 0.33684 1.80831 -1.78 -2.13 0.09
N -2.08824 1.07713 -0.84501 2.36 -0.05 -1.29
H 1.77152 1.36001 -0.84856 -0.42 2.64 0.03
H 2.61773 -1.99803 -0.53956 -1.27 -0.80 -0.43
C -0.97889 0.50905 -0.84034 -3.31 0.22 -0.42
H 3.00760 0.07981 -0.54552 1.61 -0.07 0.28
H 1.45018 -2.36263 -1.88322 -0.03 -1.31 -2.11
H -3.83869 2.02385 -0.13463 2.41 -0.60 0.91
H 0.82928 -2.44112 -0.25423 -0.12 -1.15 0.60
C 1.14996 -0.55083 -0.93738 1.10 -2.38 0.22
Cl 0.47699 -0.63258 2.67139 0.21 -0.95 0.17
C 1.55500 -2.03103 -0.91555 0.91 3.23 2.00
H 0.02918 1.38678 1.62357 -0.68 -0.69 0.03
C -2.81925 1.52874 0.18281 -3.37 0.33 0.30
C 2.02779 0.38098 -0.72019 0.30 -0.51 -0.17
N -0.17130 -0.31538 -1.10183 0.05 -0.36 -0.58
N -2.69061 1.18803 1.40547 -0.72 1.60 0.23
C -0.55898 0.46040 1.87447 2.74 2.97 0.15
```
Forces are in eV/Å.

Properties
structure (SMILES) = C=C(C)N=C=N/C=N\N=C\Cl
maximum force = 0.0787 Eh/bohr
energy relative to the best compared isomer or geometry (same formula, charge and spin) = 73.1 kcal/mol
E_tot = -911.9045 a.u.
M = 170.60 g/mol
E_LUMO = 0.11 eV
HOMO level = -0.33244 Eh